C19H27IN4O3PSTi | ωB97M-V/def2-TZVPD

Geometry as ORCA input:
```
! RIJCOSX wB97M-V def2-TZVPD def2/J DEFGRID3
* xyz 3 1
Ti 0.20 -0.27 0.71
C 1.25 1.29 5.84
C 2.12 0.92 4.69
N 3.41 0.85 4.69
N 3.76 0.48 3.42
C 2.71 0.30 2.63
S 2.63 -0.17 0.98
N 1.65 0.56 3.43
N 0.35 0.49 2.92
H 1.89 1.57 6.67
H 0.63 0.44 6.14
H 0.61 2.13 5.59
H 4.74 0.38 3.18
H -0.23 -0.04 3.58
H -0.03 1.44 2.88
I -2.55 0.00 1.39
C -2.47 1.93 0.62
C -3.58 2.73 0.73
C -3.55 4.00 0.14
C -2.45 4.41 -0.55
C -1.31 3.57 -0.66
C -0.18 3.99 -1.42
C 0.92 3.20 -1.56
C 0.97 1.95 -0.92
C -0.10 1.48 -0.16
C -1.29 2.30 -0.05
H -4.46 2.39 1.25
H -4.42 4.64 0.21
H -2.43 5.38 -1.03
H -0.22 4.97 -1.89
H 1.76 3.53 -2.15
H 1.88 1.38 -1.04
C -2.11 -5.81 0.28
C -1.38 -5.19 -0.87
O -0.31 -4.22 -0.39
P -0.42 -3.11 0.68
O -0.10 -1.54 -0.58
C -0.14 -1.68 -2.09
C 1.26 -1.78 -2.62
O 1.00 -2.95 1.33
C 2.24 -3.76 1.02
C 2.22 -5.04 1.79
H -2.83 -6.53 -0.14
H -2.70 -5.09 0.86
H -1.44 -6.37 0.93
H -2.01 -4.60 -1.54
H -0.79 -5.89 -1.44
H -0.69 -0.80 -2.42
H -0.73 -2.57 -2.26
H 1.87 -0.91 -2.35
H 1.20 -1.80 -3.71
H 1.76 -2.69 -2.29
H 3.04 -3.08 1.31
H 2.25 -3.89 -0.06
H 2.16 -4.85 2.86
H 3.15 -5.57 1.60
H 1.40 -5.69 1.49
*
```

Output
LUMO level: -10.63 eV
Kohn-Sham gap: 6.4 eV
ΔE to the lowest compared entry with this formula, charge and spin: 40.2 kJ/mol

C19H27MnN6O4S2 | ωB97M-V/def2-TZVPD

Geometry as ORCA input:
```
! RIJCOSX wB97M-V def2-TZVPD def2/J DEFGRID3
* xyz 1 2
Mn 0.07 0.04 -0.07
S 0.08 -0.36 2.30
C -1.35 0.31 2.94
N -1.50 0.35 4.29
C -2.58 0.84 4.93
C -3.63 1.35 4.22
C -3.53 1.33 2.82
C -2.43 0.82 2.19
H -0.73 -0.02 4.83
H -2.55 0.81 6.01
H -4.49 1.74 4.73
H -4.35 1.71 2.22
H -2.37 0.79 1.11
N 1.71 0.39 -1.37
N 1.96 1.12 -0.14
H 2.52 -0.18 -1.61
H 1.57 1.06 -2.12
H 1.96 2.12 -0.33
H 2.84 0.85 0.28
C 1.37 -5.36 0.22
N 0.81 -4.10 -0.26
C 0.16 -3.90 -1.45
C -0.17 -2.58 -1.49
N 0.28 -1.97 -0.34
C 0.86 -2.91 0.37
H 0.95 -6.17 -0.36
H 1.10 -5.50 1.27
H 2.45 -5.36 0.11
H -0.02 -4.70 -2.14
H -0.71 -2.03 -2.23
H 1.31 -2.79 1.35
C 3.32 7.35 0.22
C 2.76 6.40 -0.79
C 3.34 5.15 -1.01
C 2.82 4.27 -1.94
C 1.70 4.64 -2.67
C 1.11 5.88 -2.48
C 1.63 6.74 -1.54
S 1.11 3.53 -3.91
O 1.35 4.12 -5.19
O 1.64 2.22 -3.63
N -0.50 3.45 -3.59
C -1.22 2.21 -3.92
C -2.15 1.77 -2.79
C -1.41 1.23 -1.59
O -1.65 0.04 -1.20
O -0.53 1.90 -1.00
H 4.23 6.96 0.68
H 2.60 7.56 1.01
H 3.57 8.31 -0.24
H 4.23 4.87 -0.45
H 3.29 3.31 -2.12
H 0.25 6.19 -3.06
H 1.17 7.71 -1.39
H -0.97 4.28 -3.92
H -0.49 1.43 -4.12
H -1.80 2.34 -4.84
H -2.83 0.99 -3.15
H -2.75 2.62 -2.46
*
```

Output
LUMO level (alpha / beta): -2.56 / -2.57 eV
Kohn-Sham gap (alpha / beta): 8.0 / 7.6 eV

C19H27N3O3 | ωB97M-V/def2-TZVPD

Geometry as ORCA input:
```
! RIJCOSX wB97M-V def2-TZVPD def2/J DEFGRID3
* xyz 0 1
C -6.96 -2.23 -0.75
C -5.72 -1.41 -0.58
C -5.09 -0.85 -1.69
C -3.96 -0.07 -1.53
C -3.44 0.16 -0.26
N -2.28 0.97 -0.17
C -2.09 2.06 0.61
O -2.87 2.49 1.43
C -0.76 2.75 0.32
N 0.22 1.83 -0.25
C 1.30 2.50 -0.94
C 2.19 1.46 -1.62
N 2.70 0.53 -0.64
C 4.02 0.51 -0.36
O 4.81 1.21 -0.97
C 4.48 -0.44 0.76
C 6.00 -0.58 0.75
C 6.20 -1.73 -0.23
C 4.99 -2.61 0.07
O 3.97 -1.76 0.57
C 1.64 -0.12 0.09
C 0.76 0.94 0.76
C -4.03 -0.42 0.86
C -3.44 -0.27 2.23
C -5.17 -1.19 0.67
H -7.14 -2.86 0.12
H -6.90 -2.86 -1.63
H -7.83 -1.57 -0.87
H -5.49 -1.02 -2.68
H -3.48 0.37 -2.39
H -1.58 0.85 -0.89
H -0.41 3.23 1.24
H -0.96 3.54 -0.41
H 1.92 3.11 -0.26
H 0.88 3.17 -1.70
H 1.60 0.91 -2.36
H 3.04 1.94 -2.11
H 4.09 -0.06 1.71
H 6.47 0.35 0.42
H 6.36 -0.84 1.75
H 7.14 -2.25 -0.09
H 6.15 -1.35 -1.25
H 4.61 -3.13 -0.81
H 5.22 -3.35 0.85
H 1.03 -0.69 -0.62
H 2.04 -0.81 0.82
H 1.36 1.49 1.51
H -0.07 0.45 1.28
H -2.38 -0.48 2.21
H -3.93 -0.95 2.93
H -3.57 0.75 2.58
H -5.64 -1.64 1.53
*
```

Output
LUMO level: 0.66 eV
Kohn-Sham gap: 9.1 eV
ΔE to the lowest compared entry with this formula, charge and spin: 170.7 kJ/mol

C19H27N5O2ReS | ωB97M-V/def2-TZVPD

Geometry as ORCA input:
```
! RIJCOSX wB97M-V def2-TZVPD def2/J DEFGRID3
* xyz 4 4
N 0.81 -3.25 -4.78
C 0.19 -2.28 -5.05
C -0.67 -1.11 -5.36
H -0.94 -1.19 -6.43
H -0.15 -0.14 -5.17
H -1.59 -1.19 -4.74
N 0.97 4.31 0.75
C 1.75 5.17 0.78
C 2.70 6.26 0.83
H 3.13 6.36 -0.17
H 3.48 6.02 1.55
H 2.18 7.19 1.13
N 0.77 -4.11 1.81
C 1.74 -3.74 2.33
C 2.94 -3.45 3.12
H 2.71 -2.88 4.03
H 3.72 -2.94 2.54
H 3.35 -4.42 3.43
Re 1.39 0.31 -0.57
C 0.96 0.83 1.35
O 0.67 1.06 2.46
C 0.06 1.63 -1.35
O -0.80 2.27 -1.82
C 2.50 0.16 -2.42
C 2.23 -1.10 -1.90
C 2.59 -1.41 -0.57
C 3.29 -0.47 0.19
C 3.46 0.83 -0.29
C 3.09 1.15 -1.61
H 2.18 0.44 -3.42
H 1.75 -1.85 -2.52
H 2.30 -2.36 -0.13
H 3.62 -0.68 1.22
H 3.96 1.60 0.29
H 3.32 2.13 -2.01
C -5.12 0.86 -0.78
C -4.40 -0.24 -0.02
N -2.92 -0.07 -0.15
C -1.98 -0.97 0.25
S -0.71 -1.33 -0.87
N -1.98 -1.46 1.50
C -2.27 -0.55 2.62
C -2.54 -1.28 3.92
H -4.82 1.88 -0.49
H -6.20 0.80 -0.63
H -4.96 0.76 -1.87
H -4.71 -0.28 1.03
H -4.67 -1.21 -0.44
H -2.65 0.32 -1.06
H -1.29 -2.18 1.67
H -1.42 0.14 2.72
H -3.13 0.07 2.34
H -1.70 -1.94 4.20
H -2.72 -0.58 4.75
H -3.46 -1.88 3.81
*
```

Output
LUMO level (alpha / beta): -15.35 / -17.98 eV
Kohn-Sham gap (alpha / beta): 5.6 / 2.9 eV
ΔE to the lowest compared entry with this formula, charge and spin: 528.2 kJ/mol